(1)
The following is a quantum chemistry calculation of a cluster of 8 separate species, C28H39BN7 in total at a distorted geometry, from the Open Molecules 2025 dataset.

Geometry as XYZ:
```
75
Properties=species:S:1:pos:R:3:lowdin_charge:R:1
B 13.8860 14.2790 2.7500 -0.409
H 13.1950 13.4430 3.2610 -0.034
H 14.1410 15.1320 3.5580 -0.050
H 15.0060 14.0060 2.3560 -0.023
H 13.3240 14.8430 1.7800 -0.015
N 10.2860 14.8580 2.3510 -0.050
C 9.4460 15.5770 1.5110 -0.140
C 8.1150 15.1580 1.8000 -0.104
C 8.1600 13.9890 2.7550 -0.061
C 9.6280 13.8920 3.1010 -0.132
H 11.3850 14.9240 2.3400 0.132
H 9.8880 16.4620 1.0520 0.099
H 7.3320 15.6650 1.4440 0.019
H 7.3600 13.3440 3.0460 0.047
H 10.2640 13.3340 4.0010 0.150
N 18.5040 12.5190 3.7460 -0.009
C 19.8420 12.4990 4.1330 -0.123
C 20.7710 12.6390 2.9960 -0.054
C 19.8360 12.4860 1.7320 -0.013
C 18.3580 12.4060 2.4090 -0.089
H 17.7470 12.3690 4.3230 0.027
H 20.0650 12.5660 5.1270 0.051
H 21.7960 12.7210 3.0000 0.024
H 20.1310 12.6530 0.7260 0.024
H 17.4440 12.4960 1.8660 0.070
N 14.0060 13.6800 -0.1030 -0.057
C 14.3860 12.5440 -0.8760 -0.074
C 13.7110 12.8630 -2.1930 -0.122
C 13.1920 14.2350 -2.1630 -0.123
C 13.4340 14.7570 -0.8310 -0.115
H 14.2820 13.8250 0.8730 -0.007
H 14.9360 11.6280 -0.4020 0.118
H 13.8490 12.2200 -2.9950 0.027
H 12.8920 14.7160 -3.1300 0.083
H 13.2440 15.7390 -0.4380 0.080
N 12.7880 17.0320 5.3500 -0.049
C 12.5830 18.4270 5.5580 -0.109
C 12.5800 18.6030 7.1100 -0.065
C 12.6400 17.0940 7.7390 -0.022
C 12.7930 16.2220 6.4750 -0.106
H 13.0270 16.8450 4.4240 0.073
H 12.8350 19.1770 4.8080 0.078
H 12.3560 19.7130 7.5740 0.095
H 12.7760 16.7870 8.6390 -0.036
H 13.0610 15.1320 6.3530 0.106
N 12.3920 10.6710 4.0960 0.008
C 11.1890 10.4650 3.3340 -0.078
C 10.6210 9.1900 3.7950 -0.066
C 11.5420 8.6200 4.9560 -0.022
C 12.5330 9.7530 5.1510 -0.089
H 13.0160 11.4440 3.8540 0.094
H 10.8690 11.1230 2.7920 -0.023
H 9.5820 8.6850 3.4440 0.109
H 11.5120 7.7880 5.5350 0.012
H 13.2540 9.6000 5.7030 -0.017
N 15.6750 12.7210 5.2340 -0.027
C 15.9790 11.4610 5.3170 -0.151
C 17.0380 11.2530 6.4620 -0.055
C 17.2960 12.6960 6.8990 -0.096
C 16.4890 13.6090 5.9840 -0.078
H 15.0170 13.0770 4.6700 0.028
H 15.3940 10.6950 4.7930 0.103
H 17.3100 10.2490 6.9040 0.080
H 18.2010 12.8710 7.6330 0.104
H 16.1800 14.7020 5.9150 0.120
N 16.3710 16.5010 1.9640 -0.050
C 17.7250 16.3870 1.8250 -0.110
C 18.1660 17.6910 1.2710 -0.107
C 16.9680 18.5870 1.1110 -0.073
C 15.8150 17.6560 1.4700 -0.119
H 15.9230 15.7560 2.4730 0.065
H 18.1580 15.4760 2.4180 0.131
H 19.1540 17.9520 1.3250 0.022
H 16.8700 19.6680 0.7190 0.087
H 14.7280 17.7630 1.5560 0.089
```

Its total charge is -1. Its energy above the lowest of the compared OMol25 structures with the same formula, charge and spin is 10.248 eV.


(2)
The following is a quantum chemistry calculation of a cluster of 2 separate species, C32H73N3OPS in total at a distorted geometry, from the Open Molecules 2025 dataset.

Geometry as XYZ:
```
111
Properties=species:S:1:pos:R:3:lowdin_charge:R:1
C 6.0556 2.4033 1.6847 -0.119
C 7.4242 1.7210 1.8308 -0.245
C 7.2999 0.1917 1.6819 -0.218
C 7.4061 -0.2312 0.2149 -0.227
C 7.0635 -1.7101 0.0220 -0.208
C 7.1540 -2.1640 -1.4545 -0.200
C 5.8882 -2.8584 -1.9752 -0.191
C 4.8197 -1.9727 -2.6648 -0.183
C 4.8415 -0.4765 -2.3467 -0.198
C 4.1514 -0.0789 -1.0293 -0.203
C 2.6367 -0.2230 -1.1250 -0.184
C 1.8160 0.5343 -0.0657 -0.206
C 2.4035 1.8741 0.3750 -0.236
C 1.5231 2.6874 1.3340 -0.356
S -0.1194 3.1335 0.7092 1.154
C -1.4036 2.0909 1.4348 -0.371
C -1.0188 0.6502 1.7147 -0.251
C -2.1690 -0.1234 2.3939 -0.183
C -1.6921 -0.9861 3.5604 -0.196
C -0.6357 -2.0144 3.1404 -0.216
C -1.2123 -3.2726 2.4931 -0.208
C -0.1030 -4.0139 1.7291 -0.195
C 0.2305 -3.3288 0.3846 -0.220
C -0.0172 -4.1879 -0.8515 -0.214
C -0.0699 -3.3381 -2.1250 -0.220
C 0.0403 -4.1891 -3.4106 -0.239
C 1.1098 -3.6929 -4.4089 -0.096
H 6.0506 3.3947 2.1384 0.068
H 5.7902 2.4913 0.6301 0.060
H 5.2887 1.8210 2.2032 0.058
H 7.8877 1.9859 2.7790 0.103
H 8.0461 2.0588 0.9992 0.104
H 8.0943 -0.3117 2.2358 0.113
H 6.3280 -0.1135 2.0801 0.102
H 8.4338 -0.0764 -0.1185 0.124
H 6.7015 0.3662 -0.3707 0.086
H 7.7963 -2.2779 0.5995 0.113
H 6.0735 -1.9320 0.4260 0.095
H 7.4800 -1.3461 -2.0991 0.105
H 7.9503 -2.9090 -1.5000 0.105
H 6.2139 -3.5845 -2.7230 0.102
H 5.4631 -3.4580 -1.1680 0.105
H 3.8395 -2.3610 -2.3728 0.089
H 4.8803 -2.1091 -3.7444 0.109
H 4.2621 0.0173 -3.1353 0.109
H 5.8395 -0.0447 -2.4128 0.097
H 4.5589 -0.6770 -0.2110 0.107
H 4.4440 0.9603 -0.8575 0.091
H 2.4021 -1.2810 -0.9852 0.088
H 2.2715 0.0196 -2.1249 0.120
H 0.8399 0.7365 -0.5202 0.083
H 1.6093 -0.0823 0.8113 0.108
H 2.6655 2.4965 -0.4830 0.129
H 3.3120 1.6750 0.9467 0.098
H 1.4061 2.2080 2.3048 0.102
H 2.0051 3.6495 1.5023 0.090
H -0.0757 2.7327 -0.5710 0.026
H -2.2119 2.0932 0.6944 0.085
H -1.7831 2.5832 2.3286 0.110
H -0.1308 0.6086 2.3493 0.098
H -0.7727 0.1302 0.7913 0.096
H -2.9937 0.5308 2.6812 0.112
H -2.5714 -0.8062 1.6428 0.112
H -2.5535 -1.5480 3.9320 0.117
H -1.3283 -0.3830 4.3958 0.113
H -0.0296 -2.3033 4.0011 0.119
H 0.0528 -1.5834 2.4053 0.085
H -1.9722 -2.9815 1.7587 0.108
H -1.6915 -3.9210 3.2273 0.115
H 0.7917 -3.9754 2.3559 0.107
H -0.3795 -5.0594 1.5939 0.110
H 1.2866 -3.0438 0.3997 0.104
H -0.3426 -2.3951 0.3179 0.096
H -0.9539 -4.7427 -0.7637 0.121
H 0.8191 -4.8823 -0.9569 0.119
H -1.0007 -2.7661 -2.1521 0.109
H 0.7593 -2.6243 -2.1024 0.080
H -0.9212 -4.1841 -3.9233 0.099
H 0.2560 -5.2204 -3.1311 0.097
H 1.8283 -4.4733 -4.6552 0.068
H 1.6826 -2.8624 -3.9922 0.047
H 0.6482 -3.3479 -5.3325 0.066
O -4.8596 1.9201 0.5265 -0.294
P -6.1123 2.4278 -0.0833 0.582
N -6.0031 4.1037 -0.1377 -0.308
C -7.1542 4.9740 -0.3059 -0.114
C -4.8561 4.6022 -0.8832 -0.127
N -7.3294 2.0464 1.0649 -0.314
C -7.5954 2.9646 2.1702 -0.115
C -7.1548 0.6843 1.5623 -0.138
N -6.9665 2.0593 -1.5070 -0.292
C -8.4000 1.7758 -1.4505 -0.117
C -6.2844 1.0742 -2.3667 -0.121
H -7.5298 4.9897 -1.3377 0.090
H -6.8631 5.9918 -0.0397 0.090
H -7.9708 4.7067 0.3508 0.048
H -5.0101 4.5476 -1.9700 0.087
H -3.9657 4.0242 -0.6346 0.056
H -4.6640 5.6423 -0.6157 0.084
H -6.6832 3.3221 2.6634 0.090
H -8.2019 2.4498 2.9160 0.085
H -8.1779 3.8224 1.8534 0.052
H -6.3584 0.6117 2.3106 0.079
H -6.9012 0.0054 0.7446 0.074
H -8.0922 0.3354 1.9988 0.088
H -8.6380 0.8215 -0.9729 0.082
H -8.7545 1.7453 -2.4830 0.088
H -8.9419 2.5667 -0.9423 0.074
H -6.3084 0.0630 -1.9448 0.081
H -5.2396 1.3566 -2.5075 0.074
H -6.7526 1.0495 -3.3502 0.082
```

Its total charge is +1. The total energy comes out at -61004.312 eV.


(3)
The following is a quantum chemistry calculation of a cluster of 2 separate species, C7H11FN3O2 in total at a distorted geometry, from the Open Molecules 2025 dataset.

Geometry as XYZ:
```
24
Properties=species:S:1:pos:R:3:lowdin_charge:R:1
C 2.6568 0.6972 0.3452 -0.387
C 1.1787 0.2941 3.6661 -0.541
C -0.3426 1.0482 -0.5277 -0.180
C -0.4253 -0.2005 -1.3560 -0.182
C -0.6104 0.8614 1.0220 -0.052
C -0.6551 -1.4996 -0.5420 -0.079
C 0.2521 -0.3131 1.4339 -0.281
N 3.1211 1.7255 0.6904 0.304
N 0.7975 -0.4406 2.5559 0.259
N 0.3382 -1.5032 0.6218 0.115
O 2.6959 -0.4301 -0.0656 0.102
O 2.0778 1.0624 3.6502 0.183
F 0.4630 -0.0120 4.7210 0.185
H 0.6808 1.6569 -0.5983 0.136
H -0.9693 1.8558 -1.0130 0.134
H -1.3977 -0.1548 -1.9845 0.157
H 0.5136 -0.2681 -1.9590 0.131
H -0.2975 1.6965 1.5842 0.109
H -1.6264 0.7828 1.4080 0.141
H -1.6075 -1.5094 -0.1651 0.102
H -0.4381 -2.3291 -1.2758 0.162
H 3.0223 2.4151 1.3716 0.093
H 0.1107 -2.4419 1.0950 0.232
H 1.3573 -1.5008 0.2982 0.157
```

Its total charge is +1. Its energy above the lowest of the compared OMol25 structures with the same formula, charge and spin is 0.000 eV.


Repeat the third record exactly.
The following is a quantum chemistry calculation of a cluster of 2 separate species, C7H11FN3O2 in total at a distorted geometry, from the Open Molecules 2025 dataset.

Geometry as XYZ:
```
24
Properties=species:S:1:pos:R:3:lowdin_charge:R:1
C 2.6568 0.6972 0.3452 -0.387
C 1.1787 0.2941 3.6661 -0.541
C -0.3426 1.0482 -0.5277 -0.180
C -0.4253 -0.2005 -1.3560 -0.182
C -0.6104 0.8614 1.0220 -0.052
C -0.6551 -1.4996 -0.5420 -0.079
C 0.2521 -0.3131 1.4339 -0.281
N 3.1211 1.7255 0.6904 0.304
N 0.7975 -0.4406 2.5559 0.259
N 0.3382 -1.5032 0.6218 0.115
O 2.6959 -0.4301 -0.0656 0.102
O 2.0778 1.0624 3.6502 0.183
F 0.4630 -0.0120 4.7210 0.185
H 0.6808 1.6569 -0.5983 0.136
H -0.9693 1.8558 -1.0130 0.134
H -1.3977 -0.1548 -1.9845 0.157
H 0.5136 -0.2681 -1.9590 0.131
H -0.2975 1.6965 1.5842 0.109
H -1.6264 0.7828 1.4080 0.141
H -1.6075 -1.5094 -0.1651 0.102
H -0.4381 -2.3291 -1.2758 0.162
H 3.0223 2.4151 1.3716 0.093
H 0.1107 -2.4419 1.0950 0.232
H 1.3573 -1.5008 0.2982 0.157
```

Its total charge is +1. Its energy above the lowest of the compared OMol25 structures with the same formula, charge and spin is 0.000 eV.